C19H35NO2P2Ti | ωB97M-V/def2-TZVPD

Structure (XYZ):
```
60
Properties=species:S:1:pos:R:3:mulliken_spin:R:1
P -0.785 -1.548 -4.780 0.01
P -0.017 1.939 -4.003 -0.02
C -1.117 0.050 -5.567 -0.06
C 0.122 0.944 -5.538 0.00
H -1.970 0.506 -5.039 0.07
H -1.400 -0.127 -6.618 -0.01
H 1.051 0.346 -5.650 -0.01
H 0.122 1.680 -6.355 0.00
C -1.587 2.721 -3.750 -0.07
H -1.553 3.307 -2.810 0.01
H -2.491 2.077 -3.744 0.04
H -1.697 3.433 -4.594 0.00
C 1.013 3.304 -4.575 0.00
H 0.598 3.622 -5.535 0.00
H 2.057 3.011 -4.727 0.00
H 0.951 4.107 -3.839 0.00
C -2.312 -2.421 -4.395 -0.01
H -2.078 -3.241 -3.708 0.00
H -2.711 -2.857 -5.319 0.00
H -3.045 -1.741 -3.952 0.00
C -0.373 -2.426 -6.366 0.00
H 0.509 -2.027 -6.874 0.00
H -1.243 -2.317 -7.015 0.00
H -0.210 -3.490 -6.177 0.00
Ti -2.400 0.622 -1.669 1.98
C 2.516 1.047 -3.412 0.01
C 1.210 1.211 -2.827 -0.01
C 0.309 -0.040 -2.438 -0.04
C 0.909 -1.462 -2.628 0.02
C 1.222 -2.012 -4.130 -0.01
C 2.198 -1.546 -5.052 0.02
C 3.450 -0.833 -4.648 0.00
C 3.341 -0.141 -3.289 0.00
C -1.864 -0.923 -0.390 -0.07
H 3.045 1.979 -3.660 0.00
H 1.213 1.890 -1.982 -0.01
H -0.687 -0.060 -3.018 0.10
H 0.018 0.186 -1.359 -0.01
H 1.744 -1.720 -1.931 0.00
H 0.135 -2.166 -2.236 0.01
H 1.098 -3.107 -4.100 0.00
H 2.237 -1.972 -6.050 0.00
H 3.721 -0.116 -5.445 0.00
H 4.242 -1.584 -4.545 0.00
H 2.981 -0.860 -2.548 0.00
H 4.359 0.147 -3.005 0.00
H -1.271 -0.281 0.292 0.01
H -1.173 -1.698 -0.738 0.01
H -2.612 -1.360 0.307 0.00
O 0.470 3.204 -0.445 0.00
C -0.564 2.867 0.101 0.03
C -1.137 3.381 1.424 -0.01
C -2.474 2.650 1.617 0.01
C -2.684 1.988 0.308 0.03
O -3.659 1.386 -0.291 -0.01
N -1.541 1.988 -0.420 -0.05
H -0.438 3.246 2.265 0.00
H -1.308 4.480 1.402 0.00
H -2.381 1.852 2.363 0.00
H -3.283 3.330 1.929 0.00
```

As for the relative energy (zero: lowest compared OMol25 entry of this formula, charge and spin): 0.0 kcal per mole. The expectation value of S² is 2.007. The net charge is 0. The calculation puts the HOMO-LUMO gap (alpha / beta) at 4.73 / 4.29 eV. The multiplicity is 3.